[1]
# C40H40BrN11O4Ti

C40H40BrN11O4Ti as an isolated structure (ωB97M-V/def2-TZVPD, the Open Molecules 2025 dataset).

Computed properties:
2S+1 ... 2
Net charge ... +1
ΔE to the lowest compared entry with this formula, charge and spin ... 48.98 kJ/mol
Maximum force ... 0.55 eV/Å
Kohn-Sham gap (alpha / beta) ... 5.040 / 7.263 eV
⟨S²⟩ ... 0.7860
Calculated total energy ... -159867.623 eV

Each line ends with the Mulliken charge.
CARTESIAN COORDINATES (ANGSTROEM)
Ti1 -0.0435 1.3438 1.1344  0.1178
O1 -2.4223 -2.1012 -2.4933  -0.4757
C1 -2.1853 -0.8349 -3.0195  0.8527
C2 -2.9377 -0.3581 -4.0802  -0.8882
C3 -2.7156 0.9245 -4.5581  -0.8271
C4 -1.7535 1.7297 -3.9672  -0.7648
C5 -1.0129 1.2399 -2.9044  -0.3465
C6 -1.2104 -0.0494 -2.4193  -0.1131
C7 -0.3607 -0.5665 -1.2868  0.7190
O2 -0.0595 0.5163 -0.4169  -0.2440
N1 0.8467 -1.1660 -1.7821  -0.3212
N2 1.6127 -1.6471 -0.7361  -0.2345
C8 2.8685 -1.6953 -0.9125  -0.4311
C9 3.7981 -2.1847 0.0988  0.2286
Br1 3.1429 -2.3035 1.8786  -0.1479
C10 5.0808 -2.4703 -0.1360  -0.8608
C11 5.7162 -2.4897 -1.4651  0.4136
C12 6.9950 -1.9519 -1.6174  -0.4665
C13 7.6142 -1.9506 -2.8554  -0.5191
C14 6.9737 -2.5057 -3.9558  -0.4408
C15 5.7149 -3.0686 -3.8098  -0.5763
C16 5.0900 -3.0638 -2.5715  -0.3837
H1 -2.9383 -2.6008 -3.1369  0.3096
H2 -3.7012 -0.9862 -4.5261  0.3524
H3 -3.3053 1.2935 -5.3862  0.4145
H4 -1.5867 2.7384 -4.3199  0.4602
H5 -0.2712 1.8695 -2.4288  0.4638
H6 -0.8616 -1.3317 -0.6919  -0.2649
H7 1.3611 -0.5463 -2.4056  0.4196
H8 3.3290 -1.3443 -1.8393  0.5906
H9 5.7170 -2.7015 0.7106  0.4301
H10 7.4984 -1.5249 -0.7584  0.4254
H11 8.6014 -1.5214 -2.9628  0.3836
H12 7.4627 -2.5123 -4.9208  0.3890
H13 5.2225 -3.5251 -4.6582  0.3883
H14 4.1231 -3.5374 -2.4533  0.5648
C17 3.5560 2.1765 3.2414  -1.0075
C18 4.2951 3.0142 2.3828  -0.3074
C19 3.6953 3.5338 1.2758  -0.8017
C20 2.3408 3.2385 0.9763  0.4311
N3 1.6747 2.3257 1.7552  0.1604
C21 2.2786 1.8682 2.8957  -0.5360
N4 1.7969 3.8938 -0.0607  -0.6139
C22 0.5024 3.8843 -0.3071  -0.1230
N5 -0.4622 3.1385 0.3238  -0.0664
C23 -1.6876 3.3953 -0.2714  -0.7351
N6 -2.8468 2.8194 0.0392  -0.4473
C24 -2.9969 2.0275 1.0772  0.6465
C25 -4.3339 1.6165 1.4002  -1.2992
C26 -4.6147 1.0161 2.5847  -0.1308
C27 -3.5518 0.7577 3.5039  -1.1906
C28 -2.2811 1.0423 3.1122  -0.7145
N7 -1.9527 1.5812 1.8980  0.9292
C29 -1.5017 4.3648 -1.3112  0.6491
C30 -2.3918 4.9656 -2.2039  -0.1269
C31 -1.8747 5.8638 -3.1139  -0.6865
C32 -0.5016 6.1728 -3.1424  -0.6197
C33 0.3807 5.5871 -2.2571  -0.4568
C34 -0.1350 4.6753 -1.3393  0.7229
H15 3.9804 1.7681 4.1459  0.4727
H16 5.3256 3.2556 2.6081  0.4455
H17 4.2019 4.2111 0.6046  0.5088
H18 1.6954 1.1942 3.5057  0.5723
H19 -5.1051 1.8947 0.6948  0.5275
H20 -5.6381 0.7748 2.8460  0.3964
H21 -3.7370 0.3786 4.4988  0.5178
H22 -1.4541 0.8506 3.7846  0.9460
H23 -3.4468 4.7280 -2.1751  0.5257
H24 -2.5354 6.3491 -3.8207  0.4251
H25 -0.1379 6.8865 -3.8696  0.4267
H26 1.4367 5.8212 -2.2664  0.5569
N8 -0.3747 -2.8714 1.6065  -0.2981
C35 -0.8953 -2.1095 2.7474  2.2080
C36 -1.3433 -3.0277 3.8736  -0.6064
C37 -2.3179 -4.1193 3.4245  -0.6405
C38 -3.7454 -3.6593 3.1127  -1.2010
N9 -3.8674 -2.5222 2.1947  -0.0734
C39 -3.5511 -2.5213 0.9068  1.0535
N10 -3.5542 -1.3839 0.2224  -0.0840
N11 -3.2604 -3.6629 0.2590  -0.4696
C40 0.0694 -1.0251 3.2091  -0.7964
O3 0.5863 -0.9285 4.2904  -0.6546
O4 0.2448 -0.1466 2.2247  1.2239
H27 0.2627 -3.5851 1.9482  0.4503
H28 0.1904 -2.2802 1.0007  -0.2960
H29 -1.7442 -1.5288 2.3860  -1.1954
H30 -1.7770 -2.4255 4.6768  0.2862
H31 -0.4575 -3.5025 4.3027  0.3263
H32 -2.4098 -4.8655 4.2163  0.4925
H33 -1.8845 -4.6407 2.5688  0.3092
H34 -4.2297 -3.3337 4.0324  0.4733
H35 -4.3389 -4.4921 2.7289  0.3330
H36 -4.0518 -1.6156 2.6020  0.1325
H37 -3.8702 -0.5223 0.6506  -0.0137
H38 -3.3558 -1.4205 -0.7692  -0.0747
H39 -2.9642 -4.4443 0.8198  0.2588
H40 -2.7369 -3.5536 -0.5987  0.2418

[2]
# C40H40F6N2O5PS2

C40H40F6N2O5PS2 as an isolated structure (ωB97M-V/def2-TZVPD, the Open Molecules 2025 dataset).

Computed properties:
Net charge ... -1
Maximum force ... 0.47 eV/Å
Kohn-Sham gap ... 7.369 eV
Calculated total energy ... -102612.562 eV

Each line ends with the Mulliken charge.
CARTESIAN COORDINATES (ANGSTROEM)
C1 -4.8878 0.2737 7.2787  -1.3520
C2 -4.8623 1.1684 6.0698  0.9393
N1 -4.5023 2.3838 6.0602  -0.7006
C3 -5.3151 0.5749 4.7646  -1.1050
S1 -4.6363 -1.0379 4.2635  1.0664
O1 -5.6027 -1.9999 4.7346  -0.7093
O2 -4.4645 -0.8988 2.8304  -0.6236
N2 -3.2863 -1.3511 5.0072  -0.3954
S2 -1.9114 -0.5780 4.8951  0.6689
O3 -1.8944 0.6395 5.6904  -0.6315
O4 -0.8686 -1.5567 5.1622  -0.6875
P1 -1.2488 0.1851 2.9664  0.3272
C4 -2.5447 1.4287 2.6207  -1.2238
O5 -1.5732 -1.0439 1.9218  -0.2215
H1 -3.9150 -0.2120 7.3708  0.2597
H2 -5.0838 0.8559 8.1812  0.4933
H3 -5.6346 -0.5152 7.1785  0.2945
H4 -4.2295 2.6732 7.0012  0.2467
H5 -5.1528 1.2931 3.9660  0.4229
H6 -6.3804 0.3367 4.8230  0.5193
H7 -2.7826 1.9211 3.5676  0.3520
H8 -2.1251 2.1717 1.9396  0.4542
H9 -3.4489 0.9886 2.1967  0.2696
H10 -2.2399 -0.8091 1.2617  0.2225
F1 -0.7010 -8.4699 3.4736  -0.3615
C5 -0.5911 -7.1900 3.9187  0.4105
C6 0.3511 -6.9071 4.8874  -0.5558
C7 0.4495 -5.5945 5.3326  -0.5037
C8 -0.3684 -4.6008 4.8115  -0.8216
C9 -1.3041 -4.9217 3.8371  -0.2730
C10 -1.4244 -6.2296 3.3827  -0.6298
H11 0.9822 -7.6963 5.2734  0.4395
H12 1.1841 -5.3390 6.0866  0.4305
H13 -0.2873 -3.5798 5.1532  0.8569
H14 -1.9506 -4.1469 3.4422  0.5379
H15 -2.1532 -6.5043 2.6323  0.5434
F2 -0.4859 1.6444 -0.0804  -0.2667
C11 0.8597 1.6131 -0.2148  0.5180
C12 1.4242 2.2602 -1.2960  -0.7142
C13 2.8045 2.2219 -1.4371  0.2321
C14 3.5857 1.5427 -0.5116  -0.8092
C15 2.9837 0.9017 0.5632  -0.5526
C16 1.6052 0.9354 0.7276  -0.2809
H16 0.7906 2.7742 -2.0060  0.4419
H17 3.2650 2.7229 -2.2780  0.1807
H18 4.6612 1.5112 -0.6281  0.3706
H19 3.5864 0.3679 1.2876  0.5131
H20 1.1189 0.4467 1.5613  0.3212
F3 3.3877 2.1925 -4.8985  -0.3259
C17 3.4507 3.4942 -5.2438  0.4242
C18 4.3459 4.3132 -4.5842  -0.3748
C19 4.4042 5.6522 -4.9455  -0.3456
C20 3.5772 6.1482 -5.9440  -0.6784
C21 2.6847 5.3004 -6.5869  0.0043
C22 2.6150 3.9589 -6.2397  -0.7164
H21 4.9778 3.9063 -3.8063  0.4673
H22 5.0998 6.3086 -4.4389  0.3592
H23 3.6255 7.1936 -6.2184  0.3767
H24 2.0318 5.6782 -7.3616  0.3606
H25 1.9271 3.2808 -6.7261  0.4510
F4 0.1356 4.9879 -8.6884  -0.3218
C23 0.0610 5.3493 -9.9878  0.5278
C24 0.4001 4.4220 -10.9520  -0.5070
C25 0.3221 4.8039 -12.2840  -0.2659
C26 -0.0855 6.0859 -12.6269  -0.5956
C27 -0.4189 6.9946 -11.6318  -0.2601
C28 -0.3484 6.6312 -10.2941  -0.4834
H26 0.7157 3.4309 -10.6571  0.4208
H27 0.5815 4.0920 -13.0567  0.3478
H28 -0.1438 6.3759 -13.6674  0.3690
H29 -0.7368 7.9951 -11.8946  0.3475
H30 -0.6059 7.3175 -9.4992  0.4217
F5 -2.3818 -1.8046 -1.4322  -0.3527
C29 -1.9785 -3.0315 -1.0264  0.4744
C30 -0.7770 -3.1412 -0.3582  -0.3373
C31 -0.3782 -4.3989 0.0707  -0.2095
C32 -1.1668 -5.5124 -0.1880  -0.7195
C33 -2.3705 -5.3673 -0.8638  -0.2852
C34 -2.7926 -4.1144 -1.2876  -0.6699
H31 -0.1872 -2.2562 -0.1645  0.4622
H32 0.5498 -4.5055 0.6173  0.3789
H33 -0.8472 -6.4908 0.1460  0.4573
H34 -2.9926 -6.2320 -1.0567  0.3669
H35 -3.7324 -3.9694 -1.8023  0.4304
F6 6.3881 -2.9475 3.7237  -0.3511
C35 5.0694 -2.7128 3.9439  0.4639
C36 4.1517 -3.6615 3.5415  -0.6356
C37 2.8055 -3.4117 3.7753  -0.0911
C38 2.3969 -2.2333 4.3897  -0.3712
C39 3.3494 -1.3001 4.7774  -0.3939
C40 4.7019 -1.5334 4.5587  -0.5834
H36 4.4904 -4.5682 3.0585  0.4324
H37 2.0618 -4.1361 3.4699  0.4389
H38 1.3454 -2.0363 4.5622  0.3250
H39 3.0343 -0.3801 5.2533  0.4271
H40 5.4613 -0.8223 4.8548  0.4259